A molecular structure, C16H25BBr21N2O2 in a non-equilibrium geometry, computed with ωB97M-V/def2-TZVPD.

The geometry in XYZ format:
```
67
C16H25BBr21N2O2, DFT ωB97M-V/def2-TZVPD
C -2.99 -0.82 -0.67
C -2.56 -0.03 -1.79
C -2.20 0.60 -3.26
O -0.84 1.21 -3.42
B -1.00 1.84 -4.78
C 0.34 2.44 -5.52
O -2.16 2.74 -4.54
C -3.14 1.85 -3.83
C -4.25 1.49 -5.03
N -4.40 0.00 -5.24
C -4.08 2.68 -2.76
C -3.21 3.62 -1.70
C -3.47 3.13 -0.14
N -2.18 3.42 0.65
H -3.59 -1.50 0.10
H -2.09 -0.34 -4.00
H -1.43 1.10 -5.61
H 1.01 3.14 -4.86
H -0.04 3.06 -6.47
H 1.05 1.58 -5.97
H -5.33 1.90 -4.78
H -3.88 2.08 -5.98
H -5.25 -0.17 -5.84
H -4.62 -0.42 -4.28
H -4.83 1.96 -2.17
H -4.77 3.45 -3.35
H -3.64 4.74 -1.74
H -2.08 3.71 -1.99
H -3.70 1.96 -0.08
H -4.34 3.78 0.35
H -1.42 3.02 0.05
H -2.17 2.91 1.56
C -0.62 -3.75 1.10
Br 1.24 -4.20 0.74
Br -0.85 -3.00 2.87
Br -1.37 -2.61 -0.28
H -1.18 -4.69 1.08
C 2.82 -3.13 4.54
Br 3.33 -4.91 3.93
Br 2.25 -3.14 6.39
Br 4.24 -1.84 4.22
H 1.96 -2.82 3.94
C 1.35 5.03 -0.08
Br 3.09 4.21 0.19
Br 1.49 6.95 -0.39
Br 0.34 4.15 -1.49
H 0.79 4.90 0.85
C 2.21 -2.86 10.50
Br 3.98 -2.21 10.94
Br 1.74 -4.44 11.53
Br 0.86 -1.46 10.67
H 2.23 -3.16 9.45
C 2.74 5.87 -6.38
Br 3.24 4.09 -6.99
Br 2.17 5.86 -4.53
Br 4.16 7.17 -6.70
H 1.88 6.18 -6.99
C 0.91 -8.54 4.45
Br 2.76 -8.99 4.09
Br 0.68 -7.78 6.23
Br 0.16 -7.39 3.07
H 0.34 -9.48 4.43
C 7.77 -4.86 5.19
Br 6.58 -6.40 5.19
Br 8.14 -4.23 3.39
Br 7.11 -3.44 6.34
H 8.72 -5.20 5.61
```

The LUMO energy comes out at 0.030 Eh. For the calculated total energy, the calculation gives -1495632.72425 eV. As for the net charge: -1. As for the HOMO energy: -0.1722 Eh. For the orbital gap, the calculation gives 5.4965 eV.